[1]
# C31H35BN2O6

A cluster of 2 separate species, C31H35BN2O6 in total (ωB97M-V with the def2-TZVPD basis set, OMol25).

Geometry (Å):
C (-1.74, -3.07, 5.75)
C (-0.77, -2.80, 4.70)
C (0.36, -3.53, 4.39)
C (1.03, -2.80, 3.38)
C (0.29, -1.63, 3.12)
B (0.90, -0.14, 2.71)
O (0.80, 0.35, 4.10)
C (1.46, 1.59, 4.15)
C (2.15, 1.90, 2.79)
C (2.91, 3.22, 2.86)
C (0.99, 1.88, 1.74)
O (0.18, 0.75, 1.77)
C (3.05, 0.70, 2.33)
O (2.26, -0.48, 2.26)
O (-0.84, -1.68, 3.92)
H (-1.55, -4.09, 6.13)
H (-1.66, -2.40, 6.61)
H (-2.78, -3.04, 5.39)
H (0.66, -4.44, 4.90)
H (1.97, -3.06, 2.94)
H (0.77, 2.42, 4.37)
H (2.22, 1.55, 4.95)
H (3.86, 3.12, 2.32)
H (2.33, 4.07, 2.46)
H (3.12, 3.43, 3.93)
H (0.37, 2.79, 1.83)
H (1.47, 1.83, 0.71)
H (3.47, 0.91, 1.32)
H (3.90, 0.55, 3.01)
C (-2.61, 8.04, -0.24)
O (-1.46, 7.20, -0.08)
C (-1.55, 5.90, -0.45)
C (-0.33, 5.16, -0.43)
C (-0.32, 3.91, -1.04)
C (-1.54, 3.37, -1.55)
C (-2.75, 4.05, -1.48)
C (-2.76, 5.31, -0.90)
N (-1.27, 2.10, -2.05)
C (-2.26, 1.23, -2.65)
C (0.06, 1.82, -1.92)
C (0.69, 2.86, -1.21)
C (1.94, 2.77, -0.49)
C (3.18, 2.38, -1.15)
C (3.59, 1.06, -1.33)
N (4.82, 1.04, -1.94)
C (5.62, -0.14, -2.22)
C (5.22, 2.34, -2.20)
C (4.21, 3.23, -1.75)
C (4.36, 4.60, -1.96)
C (5.52, 5.04, -2.66)
O (5.76, 6.33, -3.04)
C (4.71, 7.28, -3.25)
C (6.54, 4.13, -3.06)
C (6.39, 2.76, -2.85)
H (-2.30, 9.02, 0.13)
H (-2.91, 8.13, -1.29)
H (-3.46, 7.68, 0.34)
H (0.59, 5.57, -0.02)
H (-3.67, 3.61, -1.88)
H (-3.69, 5.86, -0.81)
H (-3.25, 1.65, -2.48)
H (-2.10, 1.14, -3.74)
H (-2.19, 0.22, -2.21)
H (0.47, 0.87, -2.24)
H (2.10, 3.53, 0.29)
H (3.09, 0.13, -1.11)
H (6.51, 0.16, -2.78)
H (5.93, -0.62, -1.29)
H (5.05, -0.87, -2.82)
H (3.61, 5.31, -1.62)
H (5.16, 8.04, -3.89)
H (3.83, 6.84, -3.74)
H (4.43, 7.74, -2.29)
H (7.44, 4.53, -3.56)
H (7.14, 2.05, -3.18)

Energy above the lowest of the compared OMol25 structures with the same formula, charge and spin (kJ/mol): 100.8
HOMO-LUMO gap (eV): 4.214
M (g/mol): 542.44
HOMO level (Eh): -0.2209

Charges per atom according to Löwdin partitioning, unit e:
1 C -0.046
2 C -0.351
3 C -0.054
4 C -0.054
5 C -0.058
6 B -0.891
7 O 0.040
8 C -0.140
9 C -0.398
10 C -0.022
11 C -0.138
12 O 0.117
13 C -0.129
14 O 0.023
15 O 0.045
16 H 0.080
17 H 0.082
18 H 0.078
19 H 0.099
20 H 0.094
21 H 0.137
22 H 0.137
23 H 0.088
24 H 0.081
25 H 0.091
26 H 0.160
27 H 0.100
28 H 0.105
29 H 0.137
30 C -0.074
31 O -0.091
32 C -0.253
33 C 0.068
34 C -0.104
35 C -0.163
36 C 0.005
37 C -0.011
38 N -0.077
39 C -0.001
40 C 0.061
41 C -0.129
42 C 0.042
43 C -0.139
44 C 0.002
45 N -0.099
46 C -0.006
47 C -0.177
48 C -0.101
49 C 0.052
50 C -0.263
51 O -0.113
52 C -0.065
53 C 0.005
54 C -0.002
55 H 0.093
56 H 0.099
57 H 0.092
58 H 0.125
59 H 0.109
60 H 0.101
61 H 0.081
62 H 0.101
63 H 0.107
64 H 0.147
65 H 0.122
66 H 0.149
67 H 0.078
68 H 0.102
69 H 0.097
70 H 0.113
71 H 0.090
72 H 0.096
73 H 0.089
74 H 0.120
75 H 0.103

=====

[2]
# C31H35BN5O6V

A structure of composition C31H35BN5O6V (ωB97M-V with the def2-TZVPD basis set, OMol25).

Geometry (Å):
V (1.34, 0.13, -0.79)
C (1.16, 2.07, -3.04)
N (0.21, 1.31, -2.18)
C (-0.64, 0.46, -3.05)
C (-0.55, 2.27, -1.37)
C (-1.66, 2.95, -1.84)
C (-2.30, 3.85, -1.00)
C (-1.84, 4.04, 0.30)
C (-0.73, 3.35, 0.77)
C (-0.07, 2.46, -0.08)
N (1.00, 1.64, 0.28)
C (1.97, 1.94, 1.24)
C (2.33, 3.21, 1.66)
C (3.42, 3.36, 2.53)
C (4.14, 2.26, 2.96)
C (3.78, 0.98, 2.53)
C (2.71, 0.83, 1.67)
N (2.25, -0.45, 1.14)
C (1.23, -0.99, 2.08)
C (3.33, -1.46, 1.01)
H (0.60, 2.69, -3.74)
H (1.79, 2.70, -2.42)
H (1.78, 1.37, -3.60)
H (-1.02, 1.04, -3.90)
H (-0.04, -0.37, -3.43)
H (-1.48, 0.08, -2.48)
H (-2.03, 2.79, -2.84)
H (-3.17, 4.38, -1.35)
H (-2.36, 4.72, 0.96)
H (-0.40, 3.46, 1.79)
H (1.79, 4.08, 1.31)
H (3.70, 4.35, 2.86)
H (4.98, 2.39, 3.63)
H (4.35, 0.13, 2.85)
H (1.68, -1.13, 3.07)
H (0.40, -0.30, 2.16)
H (0.88, -1.95, 1.71)
H (3.67, -1.79, 1.99)
H (2.93, -2.32, 0.47)
H (4.17, -1.05, 0.46)
O (7.81, -0.16, -2.69)
C (6.80, -0.57, -1.91)
O (6.79, -1.66, -1.42)
C (5.72, 0.42, -1.62)
C (5.80, 1.61, -0.94)
N (4.54, 2.01, -0.70)
N (3.64, 1.16, -1.17)
C (4.34, 0.19, -1.74)
C (3.58, -0.94, -2.34)
O (4.01, -1.72, -3.13)
O (2.30, -0.95, -1.88)
H (7.61, 0.69, -3.10)
H (6.65, 2.17, -0.59)
H (4.24, 2.79, -0.13)
C (-6.78, -1.78, 0.22)
C (-5.96, -2.68, 1.15)
C (-6.04, -2.13, 2.59)
C (-6.58, -4.08, 1.14)
C (-4.50, -2.68, 0.69)
C (-3.84, -3.85, 0.31)
C (-2.51, -3.87, -0.11)
C (-1.87, -2.66, -0.14)
O (-0.56, -2.36, -0.51)
B (-0.44, -1.00, -0.36)
O (-1.62, -0.43, 0.10)
C (-2.50, -1.49, 0.23)
C (-3.81, -1.46, 0.65)
H (-7.83, -1.76, 0.54)
H (-6.75, -2.14, -0.80)
H (-6.42, -0.75, 0.23)
H (-7.07, -2.13, 2.93)
H (-5.66, -1.11, 2.65)
H (-5.45, -2.76, 3.27)
H (-7.62, -4.01, 1.47)
H (-6.06, -4.76, 1.81)
H (-6.58, -4.51, 0.13)
H (-4.37, -4.79, 0.34)
H (-2.02, -4.78, -0.41)
H (-4.27, -0.53, 0.94)

Charge: +1
Expectation value of S²: 0.773
Energy above the lowest of the compared OMol25 structures with the same formula, charge and spin (kJ/mol): 0.0
HOMO-LUMO gap (alpha / beta) (eV): 6.879 / 7.544
Spin multiplicity: 2
M (g/mol): 635.41
HOMO level (alpha / beta) (Eh): -0.3996 / -0.4012

Charges per atom according to Löwdin partitioning, unit e:
1 V 1.049
2 C -0.028
3 N -0.259
4 C -0.032
5 C -0.200
6 C -0.001
7 C -0.057
8 C -0.055
9 C -0.003
10 C -0.209
11 N -0.037
12 C -0.231
13 C -0.022
14 C -0.071
15 C -0.066
16 C -0.005
17 C -0.214
18 N -0.239
19 C -0.024
20 C -0.026
21 H 0.107
22 H 0.092
23 H 0.099
24 H 0.100
25 H 0.107
26 H 0.100
27 H 0.122
28 H 0.112
29 H 0.114
30 H 0.119
31 H 0.116
32 H 0.114
33 H 0.113
34 H 0.121
35 H 0.113
36 H 0.104
37 H 0.101
38 H 0.102
39 H 0.112
40 H 0.092
41 O 0.149
42 C -0.476
43 O 0.164
44 C -0.054
45 C 0.024
46 N 0.061
47 N 0.084
48 C -0.161
49 C -0.472
50 O 0.196
51 O -0.145
52 H 0.123
53 H 0.146
54 H 0.152
55 C -0.045
56 C -0.562
57 C -0.044
58 C -0.067
59 C -0.157
60 C -0.009
61 C 0.034
62 C -0.190
63 O 0.157
64 B -0.516
65 O 0.148
66 C -0.174
67 C 0.065
68 H 0.088
69 H 0.092
70 H 0.076
71 H 0.088
72 H 0.077
73 H 0.092
74 H 0.089
75 H 0.089
76 H 0.089
77 H 0.104
78 H 0.127
79 H 0.128

=====

[3]
# C31H35BrHfN5O6SSi

A structure of composition C31H35BrHfN5O6SSi (ωB97M-V with the def2-TZVPD basis set, OMol25).

Geometry (Å):
Hf (0.41, -0.09, -0.08)
C (7.18, 1.98, 2.83)
C (6.16, 1.23, 2.04)
C (6.49, 0.07, 1.34)
C (5.55, -0.59, 0.57)
C (4.26, -0.10, 0.52)
C (3.89, 1.04, 1.22)
C (4.85, 1.70, 1.97)
S (3.04, -0.81, -0.57)
O (3.64, -1.42, -1.71)
O (2.20, 0.38, -1.03)
N (1.95, -1.75, 0.10)
C (2.09, -2.05, 1.50)
C (1.22, -1.09, 2.33)
O (0.79, -1.39, 3.42)
O (0.99, 0.05, 1.74)
H (7.97, 1.34, 3.19)
H (6.72, 2.49, 3.67)
H (7.63, 2.75, 2.19)
H (7.50, -0.31, 1.39)
H (5.81, -1.47, 0.00)
H (2.88, 1.40, 1.17)
H (4.58, 2.59, 2.51)
H (3.12, -1.94, 1.85)
H (1.77, -3.08, 1.70)
C (-3.51, 0.01, -0.96)
O (-2.15, -0.16, -1.36)
C (-1.87, 0.11, -2.68)
C (-2.77, 0.61, -3.61)
C (-2.31, 0.92, -4.89)
Br (-3.54, 1.64, -6.12)
C (-0.99, 0.75, -5.24)
C (-0.07, 0.21, -4.33)
C (-0.54, -0.13, -3.05)
O (0.26, -0.74, -2.07)
C (1.32, 0.16, -4.76)
N (1.71, 0.91, -5.76)
C (3.05, 0.73, -5.89)
C (3.96, 1.29, -6.78)
C (5.28, 0.91, -6.66)
C (5.70, -0.02, -5.71)
C (4.81, -0.60, -4.82)
C (3.49, -0.21, -4.91)
N (2.36, -0.55, -4.20)
H (-3.85, 1.04, -1.12)
H (-3.55, -0.21, 0.10)
H (-4.17, -0.68, -1.50)
H (-3.80, 0.78, -3.37)
H (-0.61, 1.02, -6.21)
H (1.15, -0.32, -2.06)
H (3.64, 2.01, -7.52)
H (6.01, 1.34, -7.33)
H (6.74, -0.29, -5.67)
H (5.13, -1.32, -4.08)
H (2.39, -1.24, -3.46)
N (-2.81, -4.50, 2.97)
C (-2.26, -3.52, 2.25)
C (-1.58, -3.80, 1.04)
C (-1.00, -2.77, 0.34)
N (-1.06, -1.48, 0.72)
C (-1.73, -1.21, 1.86)
C (-2.34, -2.17, 2.63)
H (-2.70, -5.46, 2.71)
H (-3.26, -4.29, 3.85)
H (-1.50, -4.81, 0.69)
H (-0.47, -2.97, -0.58)
H (-1.75, -0.16, 2.16)
H (-2.86, -1.90, 3.53)
C (-1.49, 3.26, -1.29)
Si (-0.14, 2.47, -0.14)
C (1.47, 3.31, -0.82)
C (-0.40, 3.32, 1.59)
H (-1.34, 4.34, -1.31)
H (-2.51, 3.09, -0.94)
H (-1.42, 2.91, -2.32)
H (1.33, 4.36, -1.02)
H (1.81, 2.84, -1.74)
H (2.30, 3.23, -0.11)
H (-0.20, 4.38, 1.52)
H (0.26, 2.90, 2.35)
H (-1.42, 3.22, 1.96)

Charge: +1
Energy above the lowest of the compared OMol25 structures with the same formula, charge and spin (kJ/mol): 184.6
HOMO-LUMO gap (eV): 7.366
M (g/mol): 892.20
HOMO level (Eh): -0.3769

Charges per atom according to Löwdin partitioning, unit e:
1 Hf 1.503
2 C -0.031
3 C -0.244
4 C -0.008
5 C -0.032
6 C -0.279
7 C -0.047
8 C 0.001
9 S 0.698
10 O -0.259
11 O -0.449
12 N -0.253
13 C -0.154
14 C -0.597
15 O 0.121
16 O -0.203
17 H 0.086
18 H 0.086
19 H 0.098
20 H 0.124
21 H 0.123
22 H 0.089
23 H 0.126
24 H 0.129
25 H 0.132
26 C -0.035
27 O -0.173
28 C -0.219
29 C -0.058
30 C -0.654
31 Br 0.797
32 C -0.049
33 C -0.049
34 C -0.136
35 O -0.096
36 C -0.249
37 N 0.180
38 C -0.218
39 C -0.006
40 C -0.086
41 C -0.082
42 C -0.018
43 C -0.181
44 N 0.170
45 H 0.098
46 H 0.085
47 H 0.113
48 H 0.106
49 H 0.114
50 H 0.029
51 H 0.113
52 H 0.103
53 H 0.103
54 H 0.103
55 H 0.125
56 N 0.170
57 C -0.286
58 C 0.023
59 C -0.108
60 N -0.105
61 C -0.125
62 C 0.026
63 H 0.123
64 H 0.123
65 H 0.122
66 H 0.125
67 H 0.137
68 H 0.127
69 C -0.216
70 Si 0.496
71 C -0.231
72 C -0.231
73 H 0.028
74 H 0.009
75 H 0.009
76 H 0.030
77 H 0.012
78 H 0.004
79 H 0.025
80 H 0.007
81 H 0.012

=====

[4]
# C31H35Cl2N9OTi

A structure of composition C31H35Cl2N9OTi (ωB97M-V with the def2-TZVPD basis set, OMol25).

Geometry (Å):
Ti (-0.44, -0.07, -0.23)
C (-1.88, -2.82, 0.71)
N (-0.50, -2.32, 0.56)
C (0.34, -3.11, -0.38)
C (0.25, -2.56, -1.77)
N (-0.11, -1.33, -2.02)
C (0.05, -1.16, -3.39)
C (-0.19, -0.04, -4.19)
C (0.07, -0.17, -5.54)
C (0.55, -1.37, -6.09)
C (0.77, -2.49, -5.30)
C (0.51, -2.35, -3.95)
N (0.63, -3.23, -2.88)
C (-2.87, -1.91, 0.04)
N (-2.60, -0.69, -0.38)
C (-3.80, -0.22, -0.93)
C (-4.09, 0.98, -1.57)
C (-5.38, 1.16, -2.02)
C (-6.37, 0.18, -1.85)
C (-6.09, -1.02, -1.24)
C (-4.79, -1.20, -0.79)
N (-4.16, -2.27, -0.17)
H (-1.98, -3.83, 0.30)
H (-2.12, -2.89, 1.78)
H (-0.04, -2.36, 1.47)
H (1.38, -3.02, -0.05)
H (0.07, -4.17, -0.36)
H (-0.57, 0.88, -3.77)
H (-0.10, 0.67, -6.19)
H (0.73, -1.43, -7.15)
H (1.14, -3.41, -5.73)
H (0.96, -4.18, -2.92)
H (-3.33, 1.73, -1.73)
H (-5.63, 2.09, -2.52)
H (-7.36, 0.37, -2.22)
H (-6.85, -1.78, -1.12)
H (-4.57, -3.16, 0.06)
Cl (4.42, -0.71, -0.70)
C (3.43, 0.49, -1.48)
C (3.97, 1.23, -2.55)
C (3.24, 2.21, -3.15)
Cl (3.93, 3.13, -4.44)
C (1.91, 2.48, -2.72)
C (1.09, 3.48, -3.27)
C (-0.18, 3.63, -2.79)
C (-0.65, 2.76, -1.81)
N (0.06, 1.79, -1.29)
C (1.37, 1.68, -1.69)
C (2.16, 0.69, -1.01)
O (1.62, 0.01, 0.00)
H (4.98, 1.02, -2.88)
H (1.47, 4.11, -4.05)
H (-0.83, 4.40, -3.17)
H (-1.67, 2.84, -1.45)
N (0.29, 0.27, 4.43)
C (0.54, 1.73, 4.55)
C (-0.52, 2.51, 3.78)
C (-0.42, 2.37, 2.26)
N (-0.98, 1.08, 1.76)
C (1.01, 2.59, 1.77)
C (2.08, 1.84, 2.54)
N (2.02, 0.37, 2.22)
C (1.95, 2.03, 4.05)
H (-0.65, 0.06, 4.76)
H (0.90, -0.23, 5.06)
H (1.26, -0.04, 2.79)
H (0.48, 2.05, 5.60)
H (-0.40, 3.57, 4.02)
H (-1.52, 2.23, 4.12)
H (-1.03, 3.17, 1.82)
H (-1.90, 1.26, 1.39)
H (-1.15, 0.46, 2.55)
H (1.25, 3.66, 1.88)
H (1.09, 2.37, 0.71)
H (3.06, 2.18, 2.20)
H (2.89, -0.09, 2.48)
H (1.82, 0.18, 1.16)
H (2.19, 3.08, 4.27)
H (2.68, 1.43, 4.59)

Charge: +2
Expectation value of S²: 2.005
Energy above the lowest of the compared OMol25 structures with the same formula, charge and spin (kJ/mol): 31.9
HOMO-LUMO gap (alpha / beta) (eV): 6.613 / 7.944
Spin multiplicity: 3
M (g/mol): 668.46
HOMO level (alpha / beta) (Eh): -0.4253 / -0.4770

Charges per atom according to Löwdin partitioning, unit e:
1 Ti 0.870
2 C -0.089
3 N -0.089
4 C -0.092
5 C -0.289
6 N 0.087
7 C -0.190
8 C -0.001
9 C -0.055
10 C -0.057
11 C 0.004
12 C -0.167
13 N 0.196
14 C -0.292
15 N 0.070
16 C -0.203
17 C -0.007
18 C -0.059
19 C -0.056
20 C 0.006
21 C -0.173
22 N 0.189
23 H 0.136
24 H 0.142
25 H 0.121
26 H 0.140
27 H 0.134
28 H 0.099
29 H 0.112
30 H 0.114
31 H 0.120
32 H 0.178
33 H 0.082
34 H 0.113
35 H 0.116
36 H 0.121
37 H 0.179
38 Cl 0.735
39 C -0.558
40 C -0.094
41 C -0.587
42 Cl 0.757
43 C -0.161
44 C 0.007
45 C -0.019
46 C -0.118
47 N 0.008
48 C -0.159
49 C -0.338
50 O -0.214
51 H 0.117
52 H 0.106
53 H 0.122
54 H 0.102
55 N 0.027
56 C -0.347
57 C -0.101
58 C -0.311
59 N 0.022
60 C -0.089
61 C -0.258
62 N 0.174
63 C -0.098
64 H 0.094
65 H 0.102
66 H 0.100
67 H 0.148
68 H 0.136
69 H 0.128
70 H 0.149
71 H 0.083
72 H 0.071
73 H 0.144
74 H 0.089
75 H 0.160
76 H 0.156
77 H -0.066
78 H 0.138
79 H 0.128